(1)
The following is a quantum chemistry calculation of a molecular structure, C6H14N2O in a non-equilibrium geometry, from OMol25.

Structure (ORCA input):
```
! RIJCOSX wB97M-V def2-TZVPD def2/J DEFGRID3
* xyz 0 1
C 0.316 0.796 -0.043
C -0.420 -0.452 0.467
C 1.453 1.282 0.856
C 0.409 -1.567 1.046
C -0.915 -1.179 -1.367
N -0.662 1.886 -0.225
N -1.621 -0.212 1.084
C 0.859 0.276 -1.404
O 1.916 -0.358 -1.489
H -1.263 1.687 -1.022
H -0.196 2.769 -0.393
H -1.882 0.771 1.132
H -2.037 -0.957 1.624
H 0.382 0.770 -2.272
H 1.092 1.535 1.857
H 1.929 2.161 0.412
H 2.231 0.522 0.937
H -0.196 -2.463 1.212
H 1.250 -1.777 0.381
H 0.813 -1.264 2.018
H -0.383 -1.610 -2.217
H -1.740 -0.534 -1.682
H -1.333 -2.082 -0.915
*
```

Computed properties:
Kohn-Sham gap	9.095	eV
energy above the lowest of the compared OMol25 structures with the same formula, charge and spin	72.8	kcal per mole
DFT total energy	-421.6843	hartree

(2)
The following is a quantum chemistry calculation of C6H14N2O in the gas phase in a non-equilibrium geometry, from OMol25.

Structure (ORCA input):
```
! RIJCOSX wB97M-V def2-TZVPD def2/J DEFGRID3
* xyz 0 1
C -2.134 -0.165 0.553
C -1.042 0.529 -0.220
N 0.327 2.538 -0.154
O -1.465 1.091 -1.422
N -0.183 1.364 0.477
H -2.398 1.329 -1.324
H 0.972 2.254 -0.895
H -0.422 3.042 -0.622
H -2.971 0.530 0.728
H -2.521 -1.012 -0.016
H -1.754 -0.542 1.501
C 1.505 -0.595 -1.199
C 0.721 -2.081 0.648
C 0.594 -0.709 0.013
C 0.829 0.422 1.012
H 1.214 -1.305 -1.979
H 2.565 -0.790 -0.943
H 1.471 0.394 -1.667
H 1.756 -2.297 0.972
H 0.446 -2.871 -0.058
H 0.092 -2.186 1.539
H 1.823 0.909 1.011
H 0.575 0.155 2.045
*
```

Computed properties:
Kohn-Sham gap	7.876	eV
energy above the lowest of the compared OMol25 structures with the same formula, charge and spin	100.0	kcal per mole
DFT total energy	-421.6410	hartree

(3)
The following is a quantum chemistry calculation of C6H14N2O in the gas phase in a non-equilibrium geometry, from OMol25.

Structure (ORCA input):
```
! RIJCOSX wB97M-V def2-TZVPD def2/J DEFGRID3
* xyz 0 1
C -1.601 1.930 0.773
C -1.293 0.465 0.952
O -2.191 -0.372 1.096
C 0.204 0.074 1.089
N 0.308 -1.317 1.570
C 0.878 0.313 -0.272
C 2.268 -0.312 -0.370
C -0.036 -0.177 -1.506
N -0.386 -1.589 -1.451
H -1.645 2.184 -0.288
H -0.833 2.543 1.253
H -2.561 2.169 1.236
H 0.647 0.725 1.851
H -0.480 -1.500 2.197
H 0.137 -1.935 0.769
H 0.986 1.396 -0.413
H 2.850 -0.110 0.535
H 2.199 -1.398 -0.511
H 2.813 0.098 -1.226
H -0.933 0.429 -1.667
H 0.566 -0.002 -2.405
H -0.695 -1.901 -2.372
H -1.200 -1.712 -0.841
*
```

Computed properties:
Kohn-Sham gap	10.002	eV
energy above the lowest of the compared OMol25 structures with the same formula, charge and spin	25.4	kcal per mole
DFT total energy	-421.7599	hartree
SMILES	CC(=O)[C@@H](N)[C@@H](C)CN

(4)
The following is a quantum chemistry calculation of 2 unconnected molecules or ions with the total composition C6H14N2O2 in a non-equilibrium geometry, from OMol25.

Structure (ORCA input):
```
! RIJCOSX wB97M-V def2-TZVPD def2/J DEFGRID3
* xyz -1 2
C 0.335 1.820 -0.917
C -2.688 1.496 1.350
C -0.800 2.167 -0.006
O -1.001 3.294 0.405
N -1.654 1.124 0.363
H 0.142 1.167 -1.775
H -1.199 0.253 0.631
H -2.410 2.047 2.262
H 0.814 2.665 -1.398
H 1.071 1.291 -0.325
H -3.393 2.127 0.798
H -3.080 0.520 1.652
C -0.438 -2.759 -0.346
C 2.750 -0.704 -0.233
C 1.425 -1.208 0.296
O 1.046 -0.915 1.422
N 0.752 -1.966 -0.596
H 1.050 -1.899 -1.575
H -0.179 -3.684 -0.876
H 3.574 -1.212 0.272
H -0.667 -2.931 0.698
H -1.300 -2.270 -0.821
H 3.063 -0.797 -1.283
H 2.784 0.372 0.002
*
```

Computed properties:
Kohn-Sham gap (spin up / spin down)	2.701 / 9.615	eV
expectation value of S²	0.75
energy above the lowest of the compared OMol25 structures with the same formula, charge and spin	25.7	kcal per mole
DFT total energy	-496.9850	hartree